Entry 1:
Computed, not measured: a molecular structure, C25H28N2O3S in a non-equilibrium geometry, with ωB97M-V/def2-TZVPD.

Values from the calculation:
HOMO-LUMO gap = 8.06 eV
ΔE to the lowest compared entry with this formula, charge and spin = 2025.0 kJ/mol
Highest occupied orbital energy = -8.05 eV
Net charge = 0
Total energy = -46317.932 eV

Cartesian coordinates (Å):
C -2.6936 -1.7560 3.5142
C -3.7279 -0.7527 3.4730
H -3.3177 0.3422 3.6349
H -4.5075 -1.0294 4.2639
C -4.6375 -0.8923 2.0100
C -3.9216 -0.2307 1.0746
N -3.1493 0.6747 1.4360
C -2.3482 1.5524 0.2517
C -1.0487 1.8392 0.5963
C -0.1966 2.6104 -0.1123
C -0.8696 3.4674 -1.1943
C -2.2278 3.0903 -1.6489
C -2.8504 1.9436 -0.8859
S -4.5473 1.8919 -1.1942
C -4.4007 0.0186 -1.5421
C -4.6751 -0.5706 -2.5315
C -4.4406 -2.0685 -2.7649
C -4.1599 -2.7514 -1.6549
C -3.8218 -2.0195 -0.5566
C -4.0981 -0.7062 -0.1917
H -3.6908 -2.7498 0.2562
H -4.1261 -3.6689 -1.7050
H -4.6536 -2.2384 -3.7289
H -4.9374 0.1452 -3.3142
H -2.5823 3.6253 -2.6514
H -0.1448 3.9803 -1.8139
C 1.1720 2.8407 0.2913
O 1.4848 4.3388 0.5330
N 1.9794 1.9776 0.4846
C 1.9188 0.6559 -0.1117
H 0.8484 0.6449 -0.4916
C 2.7281 0.5068 -1.5562
H 2.6748 -0.4332 -1.8144
C 4.2083 0.6708 -1.1104
C 4.7626 -0.3725 -0.2026
O 5.4044 0.0622 0.8785
O 4.6330 -1.4957 -0.9422
C 5.1159 -2.6319 0.1762
C 5.6349 -3.5926 -1.0977
H 6.3547 -3.0629 -1.5799
H 6.0955 -4.6033 -0.4473
H 4.7278 -3.8459 -1.5706
H 5.8023 -2.3721 0.6342
H 4.2477 -3.2364 0.5119
C 4.2705 2.2304 -0.4951
C 3.5802 2.2352 0.7536
H 3.5286 3.2073 1.2035
H 3.8512 1.4514 1.5898
H 5.4262 2.3980 -0.1782
H 4.0162 3.0124 -1.1048
H 4.8432 0.8204 -2.0623
H 2.4599 1.2943 -2.2366
H 2.3673 0.0170 0.4729
H -0.5087 1.2832 1.6787
H -4.9002 -1.7826 2.0211
H -5.5014 0.0198 2.4908
H -2.0758 -1.5716 2.5579
H -2.2754 -1.7492 4.4216
H -3.1006 -2.6640 3.2820

***

Entry 2:
Computed, not measured: a molecular structure, C25H28N5OPtS2Te, with ωB97M-V/def2-TZVPD.

Values from the calculation:
HOMO-LUMO gap (alpha / beta) = 7.54 / 6.61 eV
ΔE to the lowest compared entry with this formula, charge and spin = 0.0 kJ/mol
Highest occupied orbital energy (alpha / beta) = -7.49 / -7.46 eV
2S+1 = 2
Net charge = 0
Total energy = -68087.199 eV

Cartesian coordinates (Å):
Pt -1.3957 -0.5900 -1.3363
N -2.7597 -0.8381 -3.1526
N -4.0768 -1.2564 -2.9077
C -4.6960 -1.0862 -1.7187
N -6.0138 -1.3838 -1.7392
S -3.9547 -0.5637 -0.3319
H -2.7794 0.1171 -3.5509
H -2.3195 -1.5249 -3.7542
H -4.6596 -1.3441 -3.7284
H -6.4220 -1.8984 -2.5017
H -6.4857 -1.4079 -0.8528
S -1.3880 -5.3002 -0.5594
C -1.3896 -3.7169 -0.8561
N -1.3943 -2.5677 -1.0712
C 3.7245 -4.8069 2.8203
C 2.9991 -3.6634 2.1668
C 1.6431 -3.4582 2.3760
C 0.9580 -2.4020 1.7905
C -0.4963 -2.2138 2.1337
C 1.6658 -1.5346 0.9426
Te 0.7026 0.0961 -0.0227
N -1.3962 1.3492 -1.5985
C -1.6386 2.0624 -2.7008
O -2.6180 1.9120 -3.4576
C -0.6360 3.1417 -2.9977
C -1.0757 4.3650 -3.4855
C -0.1603 5.3704 -3.7572
C 1.1969 5.1481 -3.5640
C 1.6389 3.9192 -3.0936
C 0.7227 2.9195 -2.8023
C -0.0647 1.0497 1.7018
C -1.4308 1.0536 1.9453
C -1.9356 1.6991 3.0628
C -1.0648 2.3342 3.9352
C 0.2990 2.3254 3.6865
C 0.8284 1.6900 2.5665
C 2.3172 1.6785 2.3381
C 3.0367 -1.7161 0.7110
C 3.8957 -0.8454 -0.1784
C 3.6757 -2.7792 1.3399
H 3.0278 -5.4973 3.2930
H 4.4104 -4.4414 3.5870
H 4.3143 -5.3620 2.0900
H 1.0915 -4.1417 3.0116
H -0.9317 -3.1527 2.4718
H -1.0783 -1.8666 1.2825
H -0.5985 -1.4775 2.9344
H -2.1344 4.5145 -3.6510
H -0.5048 6.3278 -4.1259
H 1.9104 5.9319 -3.7838
H 2.6973 3.7392 -2.9547
H 1.0600 1.9608 -2.4263
H -2.0990 0.5528 1.2577
H -3.0018 1.7029 3.2466
H -1.4469 2.8418 4.8115
H 0.9730 2.8255 4.3718
H 2.8211 2.3291 3.0513
H 2.5695 2.0192 1.3318
H 2.7216 0.6701 2.4574
H 3.3338 -0.1106 -0.7481
H 4.4444 -1.4676 -0.8857
H 4.6324 -0.3059 0.4206
H 4.7360 -2.9256 1.1586